Here is 4 unconnected molecules or ions with the total composition C4H13NO3 from the OMol25 dataset. Energies are from wB97M-V/def2-TZVPD.

Atoms and positions in Å:
H  -1.104  1.259  -0.945
C  -1.043  0.365  -1.580
H  -3.070  2.373  1.174
H  3.410  1.678  -0.287
H  0.580  -2.774  0.224
C  2.724  1.073  0.354
C  1.432  0.857  -0.252
H  -1.818  -2.257  2.404
O  -2.307  1.899  0.943
H  3.334  0.153  0.629
C  1.199  0.376  -1.494
H  0.406  0.894  0.270
H  -1.939  -0.168  -1.902
O  -0.264  -2.907  -0.298
H  1.966  0.152  -2.219
O  -2.095  -1.495  1.861
H  -0.134  -2.198  -0.985
N  -0.003  -0.282  -1.850
H  -1.512  -1.689  1.125
H  2.562  1.582  1.333
H  -2.321  1.110  1.497

Computed properties:
- Net charge: +1
- Relative energy (zero: lowest compared OMol25 entry of this formula, charge and spin): 2.937 eV
- Strongest force on any atom: 0.084 Eh/bohr
- HOMO energy (alpha / beta): -14.51 / -14.51 eV
- Spin multiplicity: 2

Mulliken population analysis, charges in e, atoms 1 to 6: 0.320, -0.221, 0.283, 0.348, 0.331, -1.114